No. 1
A molecular structure, C43H68AsN7Si3Tc, computed with ωB97M-V/def2-TZVPD.

Computed properties:
- <S²> = 3.806
- multiplicity = 4
- total charge = +2
- DFT total energy (eV) = -142778.949
- frontier orbital gap (spin up / spin down) (Ha) = 0.2703 / 0.2284
- energy above the lowest of the compared OMol25 structures with the same formula, charge and spin (eV) = 3.614
- molar mass (Da) = 940.25

Each line ends with the Löwdin charge.
CARTESIAN COORDINATES (ANGSTROEM)
Tc: -0.03101 0.47673 -0.31061  1.255
As: -0.14196 -2.22834 0.38638  1.129
Si: 1.04623 3.19883 1.57979  0.396
Si: -1.43603 1.56205 2.56874  0.629
Si: 1.15592 0.63624 3.35141  0.374
N: -3.57171 -0.58211 -1.71906  0.102
N: -2.06795 0.30265 -0.41013  -0.171
N: -0.24549 1.28451 -2.16666  -0.051
N: 1.18347 3.62618 -0.10993  -0.035
N: 2.18446 0.49311 -0.85553  0.052
N: -2.35384 -0.66864 -1.32117  -0.036
N: -4.17187 0.41420 -1.12031  -0.075
C: 1.24297 -6.76247 -0.65834  -0.064
C: 2.81763 3.30243 2.15074  -0.141
C: 1.02005 -5.41707 -0.91003  -0.065
C: -2.42242 2.92104 3.32350  -0.150
C: 2.13584 -0.37394 -4.12574  -0.059
C: 4.34319 -0.67490 -0.39736  -0.174
C: 0.87992 4.07531 -3.49710  -0.125
C: -0.26609 -4.88330 -0.85345  -0.314
C: 1.45237 -2.97910 1.20248  -0.255
C: 3.59201 -2.68052 -2.19030  -0.041
C: 2.76550 -1.58006 -2.01959  -0.197
C: 0.17726 -7.59800 -0.34895  -0.070
C: -1.10889 -7.08125 -0.30302  -0.065
C: 2.62380 1.64642 -1.16966  -0.017
C: -3.13206 2.58262 -0.45544  0.003
C: -0.50691 -3.42906 -1.13900  -0.307
C: 0.18356 1.51807 1.91593  -0.506
C: 6.09019 1.13730 -0.36110  -0.064
C: -1.50547 -3.01807 1.53213  -0.270
C: 1.84672 3.81924 -2.34748  -0.072
C: 4.74175 -2.83435 -1.42999  -0.041
C: 1.67255 -1.34769 -3.03519  -0.219
C: -0.66171 2.13571 -4.39029  -0.048
C: 1.64875 2.75517 -1.25125  -0.329
C: 2.83667 0.11618 2.78835  -0.164
C: -0.66631 1.12633 -3.35420  -0.107
C: -5.58958 0.70221 -1.34302  -0.098
C: 3.10621 -0.62128 -1.05046  -0.173
C: 0.60407 4.62889 -2.11798  -0.094
C: -6.53962 -0.13852 -0.48290  -0.398
C: 0.12809 4.66413 2.26528  -0.159
C: 1.16406 1.82956 4.79677  -0.164
C: 0.36855 -0.89663 4.07684  -0.180
C: 0.20478 2.30611 -1.34137  -0.323
C: -3.27787 1.09122 -0.20437  -0.352
C: -2.51796 0.06623 2.69132  -0.180
C: -6.21367 -0.00434 1.00433  -0.068
C: 5.11808 -1.82322 -0.56879  -0.022
C: 4.95667 0.44780 0.40778  -0.224
C: -0.03406 3.78907 -0.99562  -0.150
C: -1.32709 -5.73247 -0.55370  -0.062
C: -0.00543 3.29968 -4.41255  0.015
C: -6.55524 -1.60252 -0.91411  -0.067
H: 2.31809 0.62781 -3.72574  0.065
H: -7.52943 0.28878 -0.66186  0.144
H: -2.46623 2.69735 4.39827  0.069
H: 3.51004 2.86372 1.42743  0.024
H: 1.39220 -0.29145 -4.92122  0.079
H: 5.75464 1.53391 -1.32268  0.071
H: 1.30180 -4.04150 1.38572  0.044
H: 1.63668 -2.46949 2.14757  0.006
H: 5.36301 0.03383 1.33136  0.122
H: -4.07446 3.09382 -0.25621  0.097
H: 2.31653 -2.83893 0.55422  0.017
H: -5.79246 0.54174 -2.40127  0.136
H: 0.13985 1.94784 5.17846  0.040
H: 0.34834 -8.64883 -0.15399  0.111
H: 1.54406 2.82749 4.57453  0.024
H: -7.00010 -0.45693 1.60805  0.092
H: -2.82212 2.78200 -1.48207  0.097
H: -0.14330 3.84116 -5.34420  0.123
H: -1.21579 1.86803 -5.28189  0.114
H: -5.73182 1.76204 -1.13117  0.124
H: 5.36656 -3.71058 -1.55063  0.119
H: 1.15069 -1.43800 4.61915  0.058
H: 1.85399 -4.77153 -1.16112  0.096
H: -2.38042 2.98405 0.22879  0.049
H: -2.38368 -0.60471 1.84566  -0.005
H: 2.24798 -7.16289 -0.70939  0.110
H: -2.04688 3.92804 3.20454  0.011
H: -2.33872 -5.33989 -0.53325  0.114
H: -2.49980 -2.80408 1.13843  0.034
H: -7.21961 -2.18121 -0.27139  0.088
H: -6.12515 1.04332 1.31362  0.083
H: 1.42088 -2.29767 -3.50341  0.112
H: 0.70538 5.56793 2.05257  0.055
H: 2.83040 4.26641 -2.42756  0.155
H: 0.08436 -3.09393 -1.97832  0.041
H: 0.61529 5.69856 -1.95994  0.154
H: 0.03132 4.58554 3.35345  0.045
H: 3.20805 -0.67215 3.45032  0.062
H: 3.01973 2.85268 3.12001  0.014
H: 3.33783 -3.41345 -2.94870  0.126
H: 1.32160 4.87228 -4.08340  0.143
H: 4.21228 1.18212 0.70064  0.047
H: -1.05993 0.14201 -3.59849  0.123
H: 0.76180 -0.97034 -2.56848  0.045
H: 2.79427 -0.28927 1.77603  0.015
H: -0.03741 -1.56966 3.32961  -0.020
H: -1.94670 -7.73054 -0.08232  0.111
H: 3.06546 -0.72539 -4.57572  0.092
H: -1.33726 -4.09312 1.49440  0.035
H: -3.56420 0.36765 2.76752  0.040
H: -6.90258 -1.71319 -1.94330  0.088
H: 6.05658 -1.89598 -0.02923  0.129
H: -5.28198 -0.52907 1.24641  0.066
H: 6.89965 0.43741 -0.57005  0.082
H: -1.44690 -2.68683 2.56154  0.009
H: -3.64638 0.94330 0.81952  0.092
H: 3.05869 4.36646 2.22252  0.058
H: -1.55219 -3.23723 -1.37605  0.060
H: 6.50158 1.96130 0.22226  0.084
H: 1.76063 1.42584 5.62204  0.059
H: -3.45020 2.86787 2.95374  0.050
H: -2.28590 -0.49954 3.59332  0.048
H: 3.63286 1.77012 -1.56006  0.146
H: -0.86882 4.80524 1.84031  0.025
H: -0.94065 4.17971 -0.54568  0.119
H: 3.55388 0.93338 2.81177  0.022
H: -0.40867 -0.66471 4.80650  0.041
H: -5.55829 -2.04603 -0.84751  0.064

No. 2
A molecular structure, C43H68Cl2N2O5PSSeTl, computed with ωB97M-V/def2-TZVPD.

Computed properties:
- DFT total energy (eV) = -174124.151
- frontier orbital gap (Ha) = 0.2536
- energy above the lowest of the compared OMol25 structures with the same formula, charge and spin (eV) = 0.343
- molar mass (Da) = 1110.32

Each line ends with the Löwdin charge.
CARTESIAN COORDINATES (ANGSTROEM)
Tl: -0.39690 -0.72994 -1.52539  0.641
Se: 0.29419 -1.09613 1.19281  1.152
Cl: -0.14069 -6.27281 -1.75384  0.690
Cl: -0.00169 -1.62810 -4.57346  0.771
S: 0.00802 -3.18289 -1.64732  0.666
P: -3.93573 -1.23001 -0.26613  0.879
O: -1.36301 0.96805 -0.43282  -0.293
O: -5.23763 -1.77522 0.55882  -0.307
O: -4.57112 -1.43019 -1.77899  -0.331
O: 1.88228 -0.61914 -1.43185  -0.291
O: -2.92108 -2.46618 -0.30715  -0.374
N: -2.23128 0.24957 -2.90743  -0.007
N: 0.56316 1.23522 -2.73687  -0.001
C: -1.19549 2.11788 -4.22316  -0.171
C: -4.40300 -2.09123 2.84358  -0.079
C: -1.41278 3.24652 5.52075  -0.049
C: -0.16608 -6.10056 -4.42018  -0.116
C: -5.72310 -0.65182 -2.12063  -0.309
C: -0.10714 2.85437 4.81613  -0.557
C: 4.32544 -0.50521 1.95292  -0.175
C: -3.63033 2.92756 -0.04758  -0.038
C: 5.08941 -1.74732 3.98649  -0.048
C: -0.31282 0.63931 1.69379  -0.389
C: -1.14462 3.08896 2.51554  0.020
C: 2.96084 -0.72824 2.05829  -0.078
C: -0.00857 1.07435 2.98065  -0.063
C: -0.07270 -3.36065 -4.46921  -0.625
C: 4.04156 -0.59948 -3.11088  -0.058
C: -2.31075 3.61625 0.33692  -0.527
C: -1.04809 1.40723 0.77830  -0.350
C: -0.41290 2.31506 3.42132  -0.174
C: 4.07289 -0.47612 -0.50252  -0.076
C: 4.83124 -0.39664 0.66275  0.011
C: 6.65850 -0.16885 2.88707  -0.068
C: -0.13431 -4.06035 -5.66151  -0.115
C: -2.19628 0.97029 -4.19329  -0.244
C: 5.94188 -1.48334 -1.83273  -0.050
C: 5.18706 -0.42592 3.21170  -0.558
C: -0.07801 -3.97311 -3.21154  -0.648
C: -3.29219 -3.82919 -0.61524  -0.275
C: -1.50139 3.95275 -0.91789  -0.043
C: -2.67826 -4.74442 0.41523  -0.080
C: 2.15971 -0.77158 0.93106  -0.379
C: 4.68352 0.71850 4.10223  -0.047
C: -0.17494 -5.44269 -5.63846  -0.083
C: 5.52466 0.98881 -1.92789  -0.047
C: -5.35486 -1.35076 1.92900  -0.298
C: 0.79494 4.09024 4.69334  -0.043
C: -6.00869 -0.84367 -3.59176  -0.069
C: -1.48015 2.69258 1.23315  -0.077
C: -0.12854 -5.37656 -3.24319  -0.672
C: 0.25890 1.68190 -4.10050  -0.244
C: 0.61111 1.81904 5.68136  -0.062
C: 2.66576 -0.62500 -0.38392  -0.353
C: 4.85866 -0.39144 -1.82903  -0.524
C: -2.67145 4.93896 1.01575  -0.070
H: -4.24452 2.76815 0.84148  0.090
H: -1.43244 2.82463 -3.42731  0.091
H: 6.64186 -1.37976 -1.00408  0.072
H: 6.79407 0.76947 2.34552  0.087
H: 5.71721 -1.71360 4.88046  0.082
H: -6.11567 -1.90455 -3.81752  0.083
H: 5.29155 0.79749 5.00695  0.084
H: 1.74044 3.82824 4.21464  0.088
H: -6.56682 -0.97631 -1.50926  0.111
H: -6.93258 -0.33445 -3.86746  0.080
H: -3.04624 -4.50463 1.41291  0.066
H: -0.14297 -3.51540 -6.59474  0.104
H: 0.92170 2.49553 -4.41286  0.118
H: 2.50343 -0.86868 3.03068  0.096
H: -0.20776 -6.00327 -6.56212  0.107
H: -1.59334 -4.65027 0.40854  0.042
H: -3.36344 -1.91051 2.56447  0.069
H: -1.47157 4.06484 2.84496  0.091
H: -4.19410 3.55709 -0.74215  0.085
H: 7.08673 -0.97684 2.29057  0.086
H: -4.58925 -3.16487 2.80413  0.074
H: -2.07936 4.59039 -1.59294  0.090
H: 3.45567 -1.51555 -3.08366  0.087
H: -1.24244 3.03458 -1.43358  0.033
H: 3.35938 0.22775 -3.30137  0.065
H: -2.08684 2.39030 5.58737  0.090
H: -2.92920 -0.48969 -2.94284  0.061
H: 5.48374 -2.47168 -1.76297  0.094
H: -2.93833 -5.77970 0.18738  0.079
H: 0.32085 4.87012 4.09514  0.078
H: 1.51586 0.89212 -2.63410  0.052
H: -2.91078 -4.04461 -1.61413  0.104
H: -5.20023 -0.44484 -4.20702  0.063
H: 0.43653 1.98368 -2.06266  0.085
H: 0.44554 0.84635 -4.77539  0.062
H: -1.94707 0.24801 -4.97229  0.083
H: -3.27755 4.78759 1.91086  0.087
H: -3.25533 5.54446 0.31936  0.086
H: -4.37963 -3.91233 -0.63195  0.112
H: -5.18470 -0.27124 1.98689  0.103
H: 4.74018 -0.65165 -3.95087  0.084
H: 0.54817 0.41110 3.62820  0.087
H: -1.32591 2.65447 -5.16551  0.119
H: 6.21279 1.16954 -1.10114  0.076
H: 6.08785 1.07200 -2.86131  0.083
H: -1.20460 3.59930 6.53352  0.083
H: -0.58201 4.47933 -0.65176  0.099
H: -3.45384 1.95715 -0.50654  0.040
H: -3.19331 1.36294 -4.42255  0.113
H: -4.54149 -1.75407 3.87210  0.080
H: -5.53230 0.40520 -1.89420  0.110
H: 4.73176 1.67065 3.57005  0.091
H: 0.79607 2.23711 6.67261  0.086
H: 4.06525 -1.95103 4.30215  0.077
H: 1.01216 4.50564 5.68046  0.084
H: 5.42022 -2.58164 3.36529  0.090
H: 5.89571 -0.24465 0.54812  0.089
H: 1.57699 1.53945 5.25591  0.068
H: -2.48048 0.86983 -2.13790  0.048
H: -0.18905 -7.17996 -4.36914  0.104
H: -6.39074 -1.54557 2.20407  0.115
H: 4.76976 1.77817 -1.91302  0.087
H: 7.22923 -0.10321 3.81554  0.083
H: -1.78436 5.51341 1.28926  0.087
H: 3.64767 0.55808 4.40583  0.061
H: -1.93431 4.04463 4.99103  0.075
H: 0.01344 0.91356 5.80484  0.090
H: 6.51556 -1.43646 -2.76153  0.082